Below is a cluster of 3 separate species, C13H28F3NO6Si in total at a distorted geometry, with properties calculated with ωB97M-V/def2-TZVPD.

Geometry as ORCA input:
```
! wB97M-V def2-TZVPD RIJCOSX def2/J DEFGRID3
* xyz 0 1
Si 4.93967 -1.83559 -1.99104
F 3.56329 -5.70721 -2.37397
F 1.79198 -4.17875 -3.02375
F 1.51674 -5.69283 -1.14828
O -4.41836 4.68829 2.01685
O -0.33539 -0.89274 -1.67857
O -1.38511 0.74977 -0.66571
O -2.46363 -1.26584 -0.90290
O -6.48915 4.13080 2.83620
O -5.37130 5.74464 3.82190
N 5.50223 -3.40854 -2.65929
C 6.80191 -4.56176 -0.76589
C -2.53251 0.80502 1.47641
C 6.90793 -3.76529 -2.22856
C 2.48747 -4.78247 -1.86368
C 3.15050 -2.16571 -1.25262
C -0.28718 -2.26069 -2.07768
C -1.49584 -0.53896 -1.07285
C -4.23102 6.60640 3.92424
C -5.33026 4.83461 2.81740
C -6.61204 3.19404 1.76836
C 3.01654 -3.71600 -0.73635
C -4.29906 7.71747 2.89103
C -2.51882 1.27832 0.03334
H -1.15473 -2.52882 -2.68941
H -1.57865 1.03060 1.96483
H -5.25289 8.25092 2.96129
H 3.02380 -1.38492 -0.35893
H -3.33996 1.28737 2.03412
H -3.48216 8.42999 3.03477
H 4.01814 -4.09152 -0.23365
H 7.72236 -5.27842 -0.65740
H -7.49980 2.58320 1.95250
H -4.23326 7.31958 1.87418
H -2.42493 2.36922 0.01067
H 2.32533 -1.87308 -2.04054
H 2.20082 -3.71714 0.13508
H 7.65705 -2.86610 -2.21086
H -0.22470 -2.90294 -1.19357
H -5.74270 2.53040 1.71753
H -3.45080 1.02500 -0.48512
H -3.29976 6.03394 3.84304
H 4.78504 -0.78147 -2.98826
H -6.74729 3.72652 0.82167
H -4.25296 7.04337 4.92822
H 5.88442 -1.41327 -0.96639
H 0.61465 -2.40814 -2.67778
H 5.35965 -3.49294 -3.69043
H -2.67128 -0.27828 1.53838
H 5.83901 -5.24920 -0.86301
H 7.32738 -4.55856 -3.00548
H 6.68962 -3.78227 0.09999
*
```

## Properties
Structure (SMILES): CCN[SiH2]CCC(F)(F)F.CCOC(=O)OC.CCOC(=O)OC
Largest force on an atom (Eh/bohr): 0.097
Relative energy (zero: lowest compared OMol25 entry of this formula, charge and spin) (kcal per mole): 83.9
Frontier orbital gap (eV): 10.02
Calculated total energy (a.u.): -1607.35148
E_LUMO (eV): 0.7